{"formula": "C27H33BrFeN6OSSbSe4", "method": "wB97M-V/def2-TZVPD", "total_charge": -1, "e_lumo_ev": 1.97, "multiplicity": 1, "e_above_lowest_kcal_mol": 23.6, "homo_ev": -2.9, "homo_lumo_gap_ev": 4.9, "species": ["Fe", "C", "N", "C", "C", "N", "C", "C", "C", "C", "C", "C", "N", "C", "N", "C", "C", "C", "C", "C", "C", "N", "H", "H", "H", "H", "H", "H", "H", "H", "H", "H", "H", "H", "H", "H", "H", "Se", "Sb", "Se", "Se", "Se", "Br", "C", "C", "C", "C", "C", "N", "H", "H", "H", "H", "C", "C", "C", "S", "O", "C", "C", "C", "H", "H", "H", "H", "H", "H", "H", "H", "H", "H", "H", "H", "H", "H"], "xyz": [[-0.0254, 0.5036, -0.1032], [2.6567, 1.4621, -0.8327], [1.2683, 1.9094, -0.8566], [1.1463, 3.2220, -0.2131], [-0.1762, 3.2772, 0.4421], [-0.8501, 2.1854, 0.6851], [-2.0104, 2.5997, 1.3413], [-3.1276, 1.8947, 1.7768], [-4.1373, 2.6050, 2.3915], [-4.0696, 3.9934, 2.5530], [-2.9818, 4.7118, 2.0995], [-1.9630, 3.9875, 1.5028], [-0.7725, 4.3895, 0.9240], [2.8598, 0.5957, 0.3598], [1.8949, -0.0790, 0.9151], [2.4799, -0.8216, 1.9262], [1.9403, -1.7615, 2.7991], [2.7892, -2.3643, 3.7075], [4.1548, -2.0561, 3.7552], [4.7135, -1.1425, 2.8796], [3.8548, -0.5444, 1.9688], [4.0670, 0.3706, 0.9534], [2.8405, 0.8900, -1.7448], [3.3602, 2.3023, -0.8268], [1.0002, 1.9906, -1.8584], [1.9095, 3.3242, 0.5697], [1.2788, 4.0291, -0.9409], [-3.2236, 0.8420, 1.5650], [-5.0293, 2.0821, 2.7103], [-4.8997, 4.5166, 3.0087], [-2.9392, 5.7890, 2.1818], [-0.5062, 5.3314, 0.6956], [0.8884, -2.0103, 2.7627], [2.3911, -3.0963, 4.3977], [4.7848, -2.5481, 4.4843], [5.7703, -0.9136, 2.9004], [4.9412, 0.7944, 0.6819], [1.2396, 2.3484, -3.9670], [-2.7579, 1.8602, -2.8407], [-2.1583, -0.0523, -1.1455], [-0.6246, 3.3790, -2.9181], [-4.0053, 3.5503, -1.6155], [0.5702, 1.5655, 3.6366], [-0.8063, 0.2696, 3.3969], [-1.6991, 0.0949, 4.4466], [-2.6825, -0.8638, 4.2898], [-2.7258, -1.5956, 3.1087], [-1.7947, -1.3181, 2.1265], [-0.8373, -0.3885, 2.2641], [-1.6216, 0.7020, 5.3359], [-3.4088, -1.0302, 5.0746], [-3.4826, -2.3477, 2.9363], [-1.8192, -1.8267, 1.1709], [0.9378, -5.2040, -2.7652], [-0.2935, -4.3041, -2.7508], [-0.1616, -3.0781, -1.8588], [1.2463, -2.0205, -2.2629], [1.0539, -0.7250, -1.5313], [0.8807, -1.6388, -3.9863], [-0.4901, -1.0294, -4.2464], [-0.6540, -0.6621, -5.7131], [0.7843, -6.0702, -3.4087], [1.1652, -5.5661, -1.7614], [1.8208, -4.6746, -3.1261], [-1.1553, -4.8706, -2.3889], [-0.5488, -3.9922, -3.7655], [0.0177, -3.3595, -0.8176], [-1.0397, -2.4273, -1.8766], [1.0632, -2.5625, -4.5446], [1.6654, -0.9240, -4.2582], [-0.5730, -0.1247, -3.6348], [-1.2867, -1.7032, -3.9232], [0.1121, 0.0549, -6.0070], [-1.6194, -0.1852, -5.8744], [-0.5898, -1.5413, -6.3606]], "mulliken_charge": [-0.2679, -1.6639, 1.9287, -1.0987, -0.6464, 1.8952, -0.3888, -0.2386, -1.0639, -0.4896, -1.1035, 0.7881, 0.1620, 0.5274, 1.0919, -0.2363, -0.4774, -0.7980, -0.4483, -1.2029, 0.7528, -0.0062, 0.0861, 0.5205, -1.3183, 0.3902, 0.4800, 0.5437, 0.4385, 0.3806, 0.3858, 0.2835, 0.3897, 0.4328, 0.3830, 0.4180, 0.2321, -0.7396, -0.0162, -0.6433, -0.3119, -0.7374, -0.0742, 0.2307, -0.8873, -0.3856, -0.7916, -0.5001, 0.8631, 0.4760, 0.3965, 0.4491, 0.3355, -1.2153, -0.6048, -0.1206, -0.0194, 0.0482, -0.8282, 0.7929, -1.5268, 0.4001, 0.3099, 0.3173, 0.4405, 0.2085, 0.5371, -0.1161, 0.4856, 0.4975, -0.6961, 0.3143, 0.2905, 0.3563, 0.4034]}